1.
This record from OMol25 describes C51H60Ge2HfN2S2Sb2 as an isolated structure. The level of theory is wB97M-V/def2-TZVPD.

Positions of all 120 atoms, in Å:
H: 2.364 6.438 -0.260
H: -1.304 4.722 1.103
N: 2.239 -0.931 -2.371
H: -2.498 6.393 -2.343
H: 2.387 -1.628 3.625
H: 1.515 3.309 -5.111
H: -2.080 -1.167 2.087
C: -2.386 -5.816 2.669
H: 5.238 -1.357 1.461
C: -0.527 -3.754 5.369
H: -1.494 -3.649 4.830
C: 0.815 1.278 -4.869
C: -3.065 -1.650 3.957
C: 2.907 0.675 1.816
H: -3.340 -2.643 -1.902
H: 1.542 -1.281 -6.972
N: -0.151 -2.348 -2.067
H: -1.163 4.461 -1.617
C: 2.221 4.306 -0.440
C: 1.557 -0.288 -6.540
C: 0.828 -0.015 -5.391
H: -5.690 3.136 2.174
C: -2.240 0.531 -0.637
Hf: 0.538 -0.417 -1.076
C: -2.714 5.689 -4.358
H: 3.557 1.073 -1.025
C: -3.729 2.443 1.660
H: -2.753 4.751 -6.291
C: 1.534 2.295 -5.493
C: -2.268 5.603 -3.047
S: -1.171 -4.325 -3.293
H: -3.322 -5.279 2.507
H: 3.405 -3.490 -4.175
H: -1.555 -4.773 6.964
H: -1.765 -0.480 -0.710
H: 2.765 0.531 3.992
H: 5.396 -3.085 1.170
C: 3.525 0.646 3.219
C: -2.899 0.903 -1.970
C: -1.261 -3.097 -2.135
C: 0.480 5.711 0.455
H: -4.057 2.052 0.706
H: -3.516 -2.499 4.470
C: -2.058 0.535 -3.191
H: -2.299 -1.226 4.606
H: 0.125 6.694 0.738
H: 2.746 -2.916 5.321
Ge: -1.012 -3.293 2.753
C: -1.518 4.510 -2.632
H: 3.007 -3.278 0.549
H: -3.292 6.545 -4.678
H: 4.448 -2.515 2.529
C: -1.223 3.507 -3.545
C: -4.657 3.065 2.487
C: 1.797 -3.304 5.669
H: -2.375 -2.321 -0.459
Ge: 2.061 -1.034 1.239
C: 2.111 -2.158 -3.016
C: -1.178 -5.086 2.057
H: -2.546 0.811 -4.125
Sb: -0.236 1.698 -3.095
H: 1.835 2.205 -0.389
C: 0.625 -2.626 3.508
S: 4.465 -1.395 -3.467
H: -0.241 -5.610 2.250
H: 2.839 0.514 -8.062
C: 0.418 -3.873 -3.709
H: 4.040 1.588 3.415
H: 2.615 -3.976 7.525
H: -1.424 2.814 -5.591
C: -1.663 3.584 -4.866
H: -2.762 -3.970 -0.912
H: 2.815 2.802 -7.136
C: 3.463 -2.285 0.590
C: -1.990 2.921 3.286
C: 1.420 3.199 -0.219
C: 2.267 2.012 -6.641
H: -0.955 2.877 3.604
H: -4.985 4.094 4.338
H: 3.225 4.203 -0.829
C: 3.886 0.921 -2.052
C: -0.326 4.598 0.660
C: 0.531 -4.450 7.378
Sb: -0.918 1.572 0.821
C: 3.236 -2.573 -3.632
H: -3.129 1.971 -1.975
C: -2.401 2.376 2.071
C: 0.818 -2.824 -2.963
H: 0.971 -4.397 -4.474
H: -2.991 0.311 0.130
C: 1.740 5.568 -0.106
H: 4.971 1.011 -2.070
C: -4.258 3.608 3.701
C: 1.727 -3.911 6.912
C: -2.929 3.539 4.100
C: 4.703 -2.307 1.490
C: -2.495 -2.054 2.583
H: 0.230 -0.800 -4.943
C: -2.496 -2.987 -1.301
C: 0.126 3.331 0.289
C: -0.616 -4.376 6.603
C: 2.280 0.724 -7.160
H: -2.621 3.968 5.044
H: 3.750 -2.035 -0.432
H: 3.468 1.707 -2.686
H: -2.259 -5.969 3.739
H: -3.270 -2.484 1.947
C: 0.661 -3.220 4.868
H: 4.257 -0.151 3.337
C: -2.412 4.681 -5.266
H: 2.171 1.477 1.768
H: 3.680 0.921 1.082
C: 3.453 -0.408 -2.553
H: -1.290 -5.001 0.971
H: -2.487 -6.799 2.213
H: -3.862 0.388 -2.037
H: 0.493 -4.923 8.350
C: 1.555 -1.851 2.953
H: -3.845 -0.901 3.823
H: -1.877 -0.538 -3.226

Forces on the atoms, in the same order (eV/Å):
H -0.01 0.00 0.00
H -0.12 0.03 0.04
N -0.19 0.20 0.15
H 0.00 -0.01 -0.01
H 0.03 -0.04 -0.02
H -0.01 0.02 0.00
H -0.01 -0.01 -0.01
C 0.00 -0.03 -0.04
H -0.01 0.00 0.01
C -0.21 -0.04 -0.17
H 0.03 0.11 -0.07
C 0.04 -0.07 0.01
C -0.03 0.07 -0.06
C 0.03 0.00 -0.04
H 0.00 0.05 0.00
H -0.01 0.01 0.01
N 0.02 0.09 0.26
H 0.05 -0.01 0.08
C -0.08 0.07 0.05
C 0.01 0.00 -0.02
C 0.01 0.08 -0.06
H 0.01 0.00 0.00
C 0.17 0.08 0.00
Hf -0.58 -0.14 0.33
C 0.01 -0.02 0.01
H -0.02 0.01 0.07
C 0.01 0.04 0.07
H 0.00 0.00 0.01
C 0.05 -0.06 0.02
C 0.00 0.00 -0.02
S 0.04 -0.01 0.04
H 0.01 0.00 0.00
H 0.01 0.02 0.00
H 0.00 0.00 -0.02
H -0.10 -0.13 -0.29
H -0.01 0.00 0.00
H 0.00 0.02 -0.01
C -0.01 0.04 -0.02
C -0.01 -0.01 -0.01
C 0.09 -0.04 0.01
C -0.11 -0.04 0.02
H -0.02 -0.02 -0.03
H -0.01 -0.01 -0.01
C 0.05 0.04 0.11
H 0.01 0.00 0.00
H -0.01 -0.01 0.01
H -0.01 -0.02 -0.01
Ge 0.07 -0.09 0.07
C 0.00 0.01 -0.06
H 0.00 -0.01 -0.01
H 0.00 -0.01 0.00
H 0.00 -0.02 0.00
C 0.16 0.05 -0.03
C 0.00 0.02 0.00
C 0.10 -0.06 -0.03
H 0.07 0.14 0.20
Ge 0.07 0.02 -0.16
C 0.05 0.01 0.12
C 0.00 -0.02 0.12
H -0.01 0.05 0.01
Sb -0.08 0.00 0.03
H -0.02 0.03 -0.08
C -0.07 -0.07 0.06
S 0.00 -0.06 -0.01
H -0.01 -0.02 0.00
H 0.00 0.00 0.00
C -0.05 -0.12 -0.09
H 0.00 0.00 -0.01
H 0.00 0.00 0.00
H 0.00 -0.01 -0.01
C -0.02 0.05 0.01
H -0.03 -0.01 -0.04
H 0.00 0.00 0.00
C -0.04 -0.06 0.08
C -0.06 -0.05 0.03
C -0.06 -0.13 -0.02
C -0.01 0.02 0.03
H 0.02 0.00 0.00
H 0.00 -0.01 0.00
H 0.03 -0.05 -0.02
C 0.00 -0.01 -0.01
C 0.00 -0.07 -0.06
C -0.04 0.00 0.03
Sb 0.51 0.09 -0.57
C 0.10 0.03 -0.15
H 0.01 0.02 -0.02
C 0.02 -0.20 0.19
C -0.06 0.08 0.07
H -0.02 0.00 0.00
H -0.05 -0.04 -0.05
C 0.09 0.03 -0.05
H -0.01 0.02 -0.01
C -0.01 0.00 -0.01
C 0.02 0.01 0.01
C 0.03 0.00 -0.01
C 0.00 -0.02 -0.02
C -0.04 -0.02 0.07
H -0.04 -0.08 0.05
C 0.01 -0.06 -0.15
C 0.05 0.19 0.13
C 0.11 -0.03 0.02
C -0.01 -0.02 0.00
H 0.00 0.00 -0.01
H 0.03 0.03 -0.06
H -0.03 0.03 -0.02
H 0.02 0.01 0.02
H -0.03 -0.01 -0.01
C 0.00 0.13 0.03
H 0.01 -0.02 0.00
C 0.02 -0.01 0.01
H -0.02 0.05 0.01
H 0.02 -0.01 0.01
C 0.01 0.05 -0.08
H 0.01 0.02 -0.02
H -0.01 0.00 0.00
H 0.01 0.02 0.01
H 0.01 0.00 0.00
C 0.01 0.11 0.07
H 0.01 0.00 0.01
H 0.04 -0.16 -0.03

Output
* strongest force on any atom: 0.771 eV/Å
* gap between HOMO and LUMO: 5.795 eV
* LUMO: -0.419 Eh
* HOMO energy: -17.184 eV
* energy above the lowest of the compared OMol25 structures with the same formula, charge and spin: 87.41 kJ/mol
* total charge: +4
* E: -7566.14251 hartree


2.
This record from OMol25 describes C51H61GeN3O2OsP2 as an isolated structure. The level of theory is wB97M-V/def2-TZVPD.

Positions of all 121 atoms, in Å:
C: 2.660 5.235 1.727
H: -4.947 0.582 1.685
C: 0.664 1.513 -4.003
H: 1.735 -4.166 -2.107
H: 0.659 1.333 -5.083
H: -1.738 -0.241 6.921
C: -1.769 0.044 -5.619
H: 3.436 -3.030 -0.241
O: -0.219 2.020 -0.451
C: 0.092 -5.280 1.238
C: -3.779 3.864 -1.062
C: 2.870 -0.960 0.183
C: 0.202 0.992 4.409
H: -5.208 5.442 -1.168
C: 0.293 0.409 7.159
H: 3.554 -3.343 -6.484
H: -2.614 -1.305 -2.537
N: -1.324 2.667 -0.640
C: 1.938 -2.751 -5.187
H: 4.629 -2.144 0.725
H: 0.066 3.113 -2.677
H: 0.363 -1.519 4.029
C: -0.530 -4.136 -0.796
C: -5.866 2.191 -1.849
H: 4.209 0.649 -0.274
C: -0.595 -5.242 0.028
C: 3.553 -2.573 3.073
C: 1.343 1.248 5.165
H: -0.289 -6.233 3.132
H: 2.660 -4.571 -4.314
C: 3.513 0.374 0.522
C: 2.106 1.552 -3.503
C: -2.852 0.937 1.966
H: -2.964 4.496 -0.748
C: -4.198 1.274 2.048
H: 2.214 1.692 4.707
H: 2.489 -2.116 -7.163
H: -1.231 -0.829 -5.993
H: -0.607 -7.252 1.730
H: 2.295 1.170 7.084
C: -4.609 1.651 -1.618
C: -6.085 3.551 -1.689
C: -5.040 4.381 -1.297
H: -1.823 0.276 4.532
H: 2.617 -0.643 3.262
C: -0.905 0.465 5.078
H: -2.423 0.896 -3.763
H: 4.280 4.136 2.601
H: 2.770 1.166 0.589
H: 4.085 0.332 1.452
H: 1.034 -3.141 4.030
C: 1.221 -1.595 -4.912
H: 2.657 0.647 -3.762
C: 2.488 2.967 2.490
H: 0.438 3.640 -4.320
C: -0.029 2.850 -3.730
C: -0.864 0.170 6.432
C: 1.286 -2.086 4.092
H: -0.441 4.015 1.199
C: 0.587 4.033 1.531
H: -2.073 -2.128 -4.007
H: -7.068 3.966 -1.869
H: 0.330 0.184 8.217
C: 1.394 0.958 6.522
C: -1.853 0.020 -4.096
H: 1.960 -3.792 -7.075
C: 0.803 -4.148 1.610
C: 2.096 -3.660 -4.143
H: 2.316 -0.826 -0.751
C: -2.269 3.021 2.978
C: 3.902 -2.057 -0.081
P: 1.546 -1.435 1.369
H: -0.617 -0.956 1.785
H: 2.976 2.108 2.933
H: 3.240 6.135 1.579
H: -2.776 0.012 -6.043
H: 1.051 -6.933 2.231
Ge: 0.026 1.316 2.453
H: 1.715 -1.904 5.079
H: -5.625 2.766 2.624
H: -3.602 -1.249 -4.013
C: 1.328 5.189 1.345
C: 3.240 4.116 2.301
H: 4.473 -2.001 2.956
H: 1.330 -4.170 2.552
C: 2.516 -3.015 -6.548
C: 1.152 2.891 2.101
H: 3.600 -3.069 4.043
H: 4.448 -1.804 -0.991
C: 0.867 -3.010 0.802
C: 0.227 -3.016 -0.448
H: -2.577 -0.013 1.525
N: 0.340 -1.940 -1.344
H: -1.527 3.704 3.376
C: -2.581 -1.240 -3.625
C: 2.308 -1.671 3.027
C: 0.673 -1.348 -3.660
N: -2.306 1.926 -0.979
C: 0.177 -0.327 1.347
H: 1.103 -0.855 -5.696
C: 1.570 -3.434 -2.885
H: -6.674 1.539 -2.153
C: 0.059 -6.489 2.130
H: 2.630 2.409 -3.931
C: 0.843 -2.266 -2.613
H: 0.864 6.056 0.893
H: -3.897 4.322 3.475
C: -4.579 2.495 2.576
H: -1.284 0.941 -6.005
H: 3.551 -3.348 2.308
C: -1.867 1.809 2.414
C: -3.584 2.499 -1.225
H: -1.091 2.833 -3.986
H: 2.116 1.662 -2.415
H: -1.187 -6.097 -0.274
C: -3.609 3.371 3.046
H: -1.048 -4.125 -1.746
P: -0.247 0.136 -3.184
O: -2.206 0.592 -1.029
H: -4.413 0.595 -1.729
Os: -0.268 -0.057 -0.888

Forces on the atoms, in the same order (eV/Å):
C 0.02 0.02 0.02
H -0.02 -0.02 -0.01
C -0.04 0.04 -0.04
H 0.01 -0.02 0.03
H 0.05 -0.05 0.02
H -0.02 -0.01 0.01
C 0.01 0.01 0.00
H -0.01 -0.02 0.01
O -0.74 0.06 -0.17
C 0.03 0.06 -0.02
C -0.10 0.00 0.01
C 0.01 -0.03 -0.05
C 0.00 -0.06 -0.07
H -0.02 0.01 0.00
C -0.01 0.00 0.04
H 0.01 -0.01 0.00
H 0.00 0.02 0.00
N 0.02 -0.65 -0.09
C -0.02 -0.01 0.11
H 0.00 0.01 -0.02
H 0.00 0.02 0.01
H -0.04 0.02 -0.02
C 0.06 -0.03 0.02
C 0.01 0.08 0.01
H 0.01 -0.01 0.01
C 0.00 0.02 -0.01
C 0.04 0.01 -0.01
C 0.05 -0.04 0.01
H -0.01 0.00 0.02
H 0.02 -0.02 -0.01
C 0.07 0.00 0.02
C 0.02 0.01 0.07
C 0.00 -0.06 -0.07
H 0.01 -0.01 0.00
C -0.03 -0.03 -0.07
H 0.03 0.01 0.01
H 0.00 0.01 -0.02
H 0.01 0.00 0.00
H -0.01 -0.02 -0.01
H 0.02 0.01 0.01
C 0.01 0.08 0.01
C 0.01 -0.01 0.00
C -0.07 -0.01 -0.03
H -0.01 0.00 0.00
H -0.04 -0.04 0.05
C -0.03 -0.05 -0.03
H 0.00 -0.04 0.05
H 0.02 0.00 0.01
H -0.06 0.07 0.04
H -0.02 0.03 0.05
H 0.04 0.05 0.08
C 0.01 -0.05 -0.04
H -0.02 -0.01 0.00
C 0.01 -0.15 0.00
H 0.02 0.02 0.00
C -0.02 -0.03 -0.04
C -0.01 -0.01 0.03
C -0.01 0.03 0.04
H -0.03 0.02 0.02
C 0.00 -0.04 -0.05
H 0.02 -0.04 0.01
H -0.01 0.00 0.00
H 0.01 -0.01 0.01
C 0.01 0.00 0.06
C -0.04 0.06 -0.01
H -0.01 -0.02 -0.01
C 0.04 0.00 -0.09
C 0.01 0.01 -0.06
H 0.00 0.04 0.14
C 0.03 0.05 -0.02
C 0.04 0.00 -0.04
P -0.03 -0.05 -0.10
H 0.02 -0.01 -0.09
H 0.04 -0.04 -0.05
H 0.02 0.03 -0.01
H -0.02 -0.01 -0.01
H 0.01 -0.01 0.00
Ge 0.11 -0.10 -0.01
H -0.02 0.05 0.01
H -0.03 0.01 0.01
H -0.03 -0.01 -0.01
C 0.00 0.02 -0.01
C 0.04 0.03 0.00
H -0.01 0.00 -0.05
H 0.02 -0.02 -0.05
C 0.04 0.01 -0.07
C -0.05 0.07 0.02
H 0.02 0.02 0.03
H 0.00 0.01 -0.01
C -0.12 0.06 0.01
C -0.05 -0.08 0.09
H 0.01 -0.02 -0.06
N 0.13 0.26 0.30
H 0.01 0.01 -0.01
C -0.01 0.01 -0.01
C 0.00 0.05 -0.03
C -0.04 -0.06 -0.02
N 0.79 0.05 0.33
C -0.09 0.09 0.19
H -0.01 0.00 -0.02
C 0.02 0.07 0.02
H -0.02 0.00 -0.01
C 0.01 -0.03 0.02
H 0.02 0.01 -0.04
C -0.11 0.08 -0.17
H -0.02 0.03 -0.01
H -0.01 0.02 0.01
C -0.02 0.04 0.01
H 0.02 0.03 0.01
H -0.06 -0.05 0.04
C 0.04 0.11 -0.09
C -0.03 -0.08 0.03
H -0.02 -0.01 -0.01
H 0.01 0.00 0.01
H -0.02 -0.03 -0.01
C -0.01 0.00 0.03
H -0.03 -0.01 -0.03
P 0.10 -0.04 0.43
O -0.14 0.43 0.28
H 0.01 0.00 0.01
Os 0.16 -0.20 -0.82

Output
* strongest force on any atom: 0.857 eV/Å
* gap between HOMO and LUMO (spin up / spin down): 6.959 / 6.960 eV
* LUMO (spin up / spin down): 0.019 / 0.019 Eh
* HOMO energy (spin up / spin down): -6.438 / -6.437 eV
* total charge: 0
* E: -5144.96743 hartree


- Number 1 is which compound?
  C51H60Ge2HfN2S2Sb2